1.
C5H11N | the ωB97M-V functional and the def2-TZVPD basis

The geometry in XYZ format:
```
17
Properties=species:S:1:pos:R:3:forces:R:3:mulliken_charge:R:1
C 1.4154 0.0728 -0.7353 0.0 -0.1 -0.1 -0.924
N 0.2782 0.6324 -0.0117 -0.2 -0.1 -0.2 0.188
C 0.2486 0.3290 1.4441 0.0 0.1 0.1 -0.428
C -0.9604 -0.2376 0.8774 0.2 -0.3 0.1 -0.339
C -0.6721 1.4300 -0.7988 0.0 0.2 -0.1 -0.790
C -0.9429 -1.6427 0.3887 0.0 -0.2 0.0 -0.906
H 1.2982 -0.9992 -0.9319 0.0 0.1 0.0 0.304
H 1.5226 0.5916 -1.6920 -0.1 -0.1 0.1 0.329
H 2.3383 0.2275 -0.1655 -0.2 -0.1 -0.1 0.317
H 0.2054 1.1858 2.1224 -0.1 0.0 -0.2 0.187
H 1.1123 -0.3194 1.6694 -0.1 0.2 0.0 0.273
H -1.4099 0.7491 -1.2347 0.0 0.4 -0.1 0.285
H -0.1626 1.9549 -1.6189 0.2 0.1 0.3 0.334
H -1.1965 2.1364 -0.1612 0.0 0.0 0.0 0.309
H -1.5137 -2.2419 1.1074 0.1 0.0 -0.1 0.375
H -1.4997 -1.6931 -0.5598 0.1 -0.1 0.2 0.206
H 0.0422 -2.1227 0.2438 -0.1 0.0 0.2 0.280
```
Forces are in eV/Å.

Values from the calculation:
**Net charge**: 0
**Orbital gap**: 0.2954 Eh
**LUMO level**: 0.96 eV
**Highest occupied orbital energy**: -7.074 eV
**Electronic energy**: -6849.089 eV

***

2.
C5H11N | the ωB97M-V functional and the def2-TZVPD basis

The geometry in XYZ format:
```
17
Properties=species:S:1:pos:R:3:forces:R:3:mulliken_charge:R:1
C -1.6973 0.4942 1.6826 -0.2 0.0 -1.5 -1.075
C -1.0764 -0.3316 0.8324 0.3 -1.6 1.5 0.580
N -0.6693 -1.6790 1.1869 0.1 0.5 -0.5 -0.560
C -0.5153 0.0667 -0.4772 0.4 2.0 -0.2 -0.770
C 0.9957 0.4045 -0.4055 0.5 0.2 -0.4 -0.239
C 1.6120 0.3521 -1.8164 -0.5 0.6 0.3 -1.238
H -1.8850 1.4815 1.2772 -0.3 0.1 0.4 0.251
H -2.1308 0.1955 2.6220 0.2 0.0 0.2 0.299
H -1.1185 -2.0940 1.9825 -0.5 0.3 0.4 0.267
H 0.3047 -1.5914 1.4414 0.3 -0.4 -0.2 0.229
H -1.0402 1.0089 -0.6948 0.2 -0.2 -0.4 0.278
H -0.6476 -0.5819 -1.3385 -0.5 -0.6 0.4 0.431
H 1.5475 -0.2654 0.2556 -0.1 -0.1 0.1 0.307
H 1.1098 1.4190 -0.0197 0.0 -0.1 0.3 0.241
H 1.1895 1.1937 -2.3737 -0.4 -0.4 -0.4 0.292
H 1.3423 -0.6152 -2.2369 0.2 0.1 -0.5 0.354
H 2.6788 0.5425 -1.9179 0.2 -0.4 0.5 0.353
```
Forces are in eV/Å.

Values from the calculation:
**Net charge**: 0
**Orbital gap**: 0.3640 Eh
**Structure (SMILES)**: C=C(N)CCC
**LUMO level**: 1.13 eV
**Highest occupied orbital energy**: -8.778 eV
**Electronic energy**: -6852.626 eV

***

3.
C5H11N | the ωB97M-V functional and the def2-TZVPD basis

The geometry in XYZ format:
```
17
Properties=species:S:1:pos:R:3:forces:R:3:mulliken_charge:R:1
C 1.1979 -1.3804 -1.0235 0.0 0.0 0.0 -1.089
C 1.0967 -0.7511 0.3620 0.1 -0.1 0.1 -0.368
N 0.2817 0.4553 0.4586 -0.1 0.1 0.1 0.212
C 0.6880 1.6250 1.0038 0.2 0.1 0.1 -0.715
C -1.0689 0.6058 0.5706 -0.2 -0.1 0.0 -0.364
C -2.0491 0.3233 -0.5346 0.0 0.0 0.0 -1.075
H 1.8079 -2.2890 -0.9550 -0.1 0.2 0.0 0.349
H 0.2145 -1.6674 -1.4089 0.1 0.1 0.1 0.273
H 1.6711 -0.7048 -1.7426 -0.1 0.0 0.1 0.296
H 0.7029 -1.4863 1.0739 0.1 0.0 -0.1 0.260
H 2.0954 -0.4482 0.7002 -0.1 -0.1 0.0 0.344
H 1.3677 1.6170 1.8620 -0.1 0.1 -0.2 0.303
H 0.4345 2.5641 0.5348 0.0 -0.2 0.0 0.287
H -1.4605 0.8051 1.5606 0.1 0.0 -0.1 0.433
H -3.0465 0.6596 -0.2312 0.2 -0.1 -0.1 0.329
H -2.1299 -0.7544 -0.7522 0.1 0.2 0.0 0.248
H -1.8036 0.8266 -1.4784 0.0 -0.1 0.2 0.278
```
Forces are in eV/Å.

Values from the calculation:
**Net charge**: 0
**Orbital gap**: 0.3019 Eh
**LUMO level**: 1.00 eV
**Highest occupied orbital energy**: -7.217 eV
**Electronic energy**: -6850.171 eV

***

4.
C5H11N | the ωB97M-V functional and the def2-TZVPD basis

The geometry in XYZ format:
```
17
Properties=species:S:1:pos:R:3:forces:R:3:mulliken_charge:R:1
C 1.8534 0.2584 1.1420 0.1 -0.1 0.0 -1.079
C 0.8090 1.1804 0.5418 0.1 0.0 0.0 -0.397
N -0.5266 0.6498 0.7143 -0.1 -0.4 -0.3 0.067
C -1.8094 0.7167 -0.0472 -0.5 0.3 0.0 -0.885
C -1.0685 -0.4929 0.5217 0.0 0.3 0.4 -0.044
C -0.7390 -1.1431 -1.6940 0.1 -0.1 -0.2 -1.202
H 2.8459 0.7002 1.0251 -0.1 -0.1 0.0 0.360
H 1.6682 0.1025 2.2092 0.0 0.0 -0.1 0.313
H 1.8528 -0.7160 0.6419 0.0 0.1 0.1 0.296
H 0.8524 2.1810 0.9837 -0.1 -0.2 0.0 0.318
H 0.9395 1.2903 -0.5425 0.0 0.0 0.1 0.346
H -2.5912 1.1550 0.5867 0.2 -0.2 0.1 0.223
H -1.4379 -0.0748 -1.2187 0.4 -0.4 -0.2 0.353
H -0.9425 -1.5080 0.8663 0.1 0.1 -0.1 0.401
H -1.2108 -2.1263 -1.5636 0.1 0.2 0.0 0.321
H 0.3459 -1.2549 -1.5502 -0.2 0.0 0.1 0.250
H -0.8643 -0.8756 -2.7551 -0.1 0.1 0.2 0.359
```
Forces are in eV/Å.

Values from the calculation:
**Net charge**: 0
**Orbital gap**: 0.3007 Eh
**LUMO level**: 0.86 eV
**Highest occupied orbital energy**: -7.322 eV
**Electronic energy**: -6846.939 eV

***

5.
C5H11N | the ωB97M-V functional and the def2-TZVPD basis

The geometry in XYZ format:
```
17
Properties=species:S:1:pos:R:3:forces:R:3:mulliken_charge:R:1
C 0.1271 1.0398 -1.8088 1.5 -2.1 -0.1 -1.118
N 0.4426 0.1530 -0.6838 0.6 0.6 0.1 -0.043
C -0.4422 -0.9947 -0.5042 -1.1 0.5 -0.2 -0.620
C -0.7626 -1.0510 1.0067 0.9 0.0 -0.6 -0.523
C 0.4043 -0.2659 1.6235 -1.1 0.8 -0.3 -0.551
C 0.6338 0.8322 0.5978 1.0 -0.3 -0.5 -0.679
H -0.8851 1.4273 -1.7019 0.0 0.4 -0.6 0.443
H 0.9443 1.7320 -2.0256 -0.4 0.7 0.9 0.325
H 0.3428 0.3816 -2.6633 -1.3 0.2 -0.3 0.353
H -1.3753 -0.8565 -1.0840 0.1 0.1 0.2 0.289
H -0.0574 -1.9394 -0.8804 0.6 0.0 0.0 0.254
H -1.7226 -0.5603 1.1608 0.0 -0.4 0.4 0.318
H -0.6615 -2.0768 1.3496 -0.9 -0.1 0.2 0.298
H 1.2320 -0.9628 1.6917 0.4 0.3 0.2 0.283
H 0.1428 0.2085 2.5671 0.2 -0.4 0.3 0.324
H 1.6598 1.2299 0.6517 -0.2 -0.1 0.0 0.308
H -0.0228 1.7032 0.7031 -0.4 -0.1 0.3 0.339
```
Forces are in eV/Å.

Values from the calculation:
**Net charge**: 0
**Orbital gap**: 0.3407 Eh
**Structure (SMILES)**: CN1CCCC1
**LUMO level**: 1.18 eV
**Highest occupied orbital energy**: -8.092 eV
**Electronic energy**: -6852.666 eV

***

6.
C5H11N | the ωB97M-V functional and the def2-TZVPD basis

The geometry in XYZ format:
```
17
Properties=species:S:1:pos:R:3:forces:R:3:mulliken_charge:R:1
C 1.7536 0.9239 0.8519 -0.2 -1.3 0.9 -0.788
C 2.0023 -0.0715 -0.2814 -0.7 -0.7 -1.9 -0.816
C 0.6513 -0.8179 -0.6243 0.7 0.4 0.5 -0.242
C -0.6391 0.0096 -0.6838 3.2 0.1 -3.7 -0.531
C -1.3803 0.2351 0.4327 -3.7 1.0 2.6 -0.417
N -2.6545 -0.3480 0.5095 3.2 0.6 -2.3 -0.336
H 2.5951 1.5164 1.2295 -0.2 0.3 -0.8 0.331
H 1.4214 0.4140 1.7718 0.0 -0.2 -0.3 0.263
H 0.8344 1.4526 0.5018 1.1 0.4 0.5 0.213
H 2.1945 0.5166 -1.2396 0.1 -0.6 1.1 0.352
H 2.6761 -1.0011 -0.3085 -0.1 1.9 0.9 0.326
H 0.8360 -1.2243 -1.6276 -0.4 -0.4 0.5 0.292
H 0.6019 -1.5925 0.1672 -0.4 0.0 -0.6 0.361
H -1.1387 -0.1727 -1.6656 0.0 0.3 0.7 0.271
H 0.4421 1.5435 -1.2514 -2.0 -1.8 0.7 0.180
H -2.8146 -0.8383 -0.3653 -0.6 -0.5 0.0 0.231
H -3.4635 0.2097 0.7021 0.1 0.3 1.2 0.311
```
Forces are in eV/Å.

Values from the calculation:
**Net charge**: 0
**Orbital gap**: 0.2574 Eh
**LUMO level**: -0.79 eV
**Highest occupied orbital energy**: -7.790 eV
**Electronic energy**: -6846.683 eV

***

7.
C5H11N | the ωB97M-V functional and the def2-TZVPD basis

The geometry in XYZ format:
```
17
Properties=species:S:1:pos:R:3:forces:R:3:mulliken_charge:R:1
C 2.2959 0.6264 -0.5547 -0.4 0.0 -0.4 -1.189
C 1.1307 0.3490 0.3591 0.8 0.9 1.0 1.053
C 1.1419 -1.0021 1.0076 -0.4 -0.1 -0.2 -1.254
N 0.3088 1.2231 0.7823 -0.2 -0.4 -0.2 -0.706
H 2.2037 1.6001 -1.0334 0.0 0.0 0.0 0.345
H 2.3737 -0.1479 -1.3166 0.1 0.0 -0.1 0.308
H 3.2218 0.6064 0.0199 0.0 0.0 0.1 0.309
H 2.0769 -1.1580 1.5430 0.1 0.0 0.0 0.386
H 0.3031 -1.0917 1.6914 0.0 0.0 0.1 0.305
H 1.0564 -1.7746 0.2443 0.1 -0.2 0.0 0.338
H 0.3663 2.1253 0.3131 0.4 0.0 -0.1 0.183
C -2.3432 -0.2567 0.0267 0.3 0.0 -0.7 -0.292
C -3.1577 -0.1739 -1.0136 -0.1 -0.2 0.1 -0.500
H -1.3147 0.0899 -0.0832 -0.6 0.1 0.5 -0.006
H -2.6602 -0.7032 0.9566 0.1 -0.2 0.1 0.236
H -2.8721 0.3277 -1.9250 0.2 -0.1 -0.2 0.235
H -4.1314 -0.6398 -1.0173 -0.3 0.2 0.1 0.251
```
Forces are in eV/Å.

Values from the calculation:
**Net charge**: 0
**Orbital gap**: 0.3870 Eh
**Structure (SMILES)**: CC(C)=N.C=C
**LUMO level**: 0.94 eV
**Highest occupied orbital energy**: -9.589 eV
**Electronic energy**: -6852.120 eV

***

8.
C5H11N | the ωB97M-V functional and the def2-TZVPD basis

The geometry in XYZ format:
```
17
Properties=species:S:1:pos:R:3:forces:R:3:mulliken_charge:R:1
C 1.1365 -0.6356 0.7849 0.4 -0.4 -0.1 -0.724
C -0.3678 -0.3215 1.0725 0.5 -0.2 0.4 -0.434
C -1.0733 -0.2216 -0.2047 1.4 0.0 0.1 -0.316
C -1.0769 2.2970 -0.2748 0.2 -2.1 1.0 -0.649
C -1.2015 1.0509 -0.8024 0.1 1.6 -2.0 -0.101
N 1.2452 -2.0009 0.2311 -0.3 2.2 -1.9 -0.753
H 1.7283 -0.4603 1.6813 -0.2 -0.2 0.3 0.419
H 1.4730 0.0781 0.0274 0.0 0.3 0.1 0.455
H -0.7337 -1.1116 1.7288 -0.1 -0.1 -0.1 0.319
H -0.2919 0.6170 1.6066 -0.5 0.2 0.1 0.139
H -1.2357 -1.1328 -0.7694 -0.6 0.2 0.0 0.613
H 0.7798 -1.5919 -0.6856 -0.2 -2.1 0.4 -0.325
H -0.9463 3.1776 -0.8691 -0.3 0.2 -0.2 0.277
H -0.9974 2.3232 0.8018 0.0 0.7 0.1 0.241
H -1.2248 1.0610 -1.8905 -0.4 -0.4 0.1 0.266
H 0.6734 -1.1606 -2.1267 -0.8 0.6 0.8 0.214
H 2.1131 -1.9682 -0.3114 0.6 -0.6 0.8 0.359
```
Forces are in eV/Å.

Values from the calculation:
**Net charge**: 0
**Orbital gap**: 0.1945 Eh
**LUMO level**: -2.16 eV
**Highest occupied orbital energy**: -7.452 eV
**Electronic energy**: -6846.871 eV

***

9.
C5H11N | the ωB97M-V functional and the def2-TZVPD basis

The geometry in XYZ format:
```
17
Properties=species:S:1:pos:R:3:forces:R:3:mulliken_charge:R:1
C 1.6203 -1.8053 -0.4755 0.1 0.7 0.3 -1.208
C 0.4895 -1.2246 0.3703 0.0 0.0 -0.5 -0.352
N 0.2733 0.1640 0.0045 0.5 0.3 0.3 -0.331
C -0.6270 0.4183 -1.1128 0.1 -0.5 0.9 -0.544
C -1.0010 0.7641 0.3040 0.0 0.5 0.1 0.233
C -0.9591 2.1948 0.8715 0.5 -0.3 -1.2 -1.270
H 2.5400 -1.2086 -0.3808 -0.4 0.0 0.0 0.303
H 1.3363 -1.8408 -1.5170 0.0 0.1 -0.4 0.290
H 1.8896 -2.7957 -0.1742 0.0 -0.8 0.3 0.410
H 0.7365 -1.2862 1.4214 0.1 0.1 0.3 0.334
H -0.4458 -1.7885 0.2410 0.0 -0.2 -0.1 0.326
H -1.0540 -0.4928 -1.5338 -0.2 0.4 -0.1 0.309
H -0.2796 1.1751 -1.7885 -0.1 0.2 -0.3 0.243
H -1.7280 0.0956 0.7677 0.0 0.1 -0.1 0.345
H -0.8697 2.1679 1.9533 0.1 0.0 0.1 0.294
H -0.0560 2.6992 0.4313 -0.9 -0.3 0.5 0.304
H -1.8653 2.7634 0.6176 0.3 -0.2 0.0 0.315
```
Forces are in eV/Å.

Values from the calculation:
**Net charge**: 0
**Orbital gap**: 0.3758 Eh
**Structure (SMILES)**: CCN1C[C@@H]1C
**LUMO level**: 1.26 eV
**Highest occupied orbital energy**: -8.965 eV
**Electronic energy**: -6852.335 eV

***

10.
C5H11N | the ωB97M-V functional and the def2-TZVPD basis

The geometry in XYZ format:
```
17
Properties=species:S:1:pos:R:3:forces:R:3:mulliken_charge:R:1
C -0.0321 -2.8029 0.3928 0.3 0.6 -0.9 -1.169
C -0.1244 -1.4177 -0.2348 -0.1 -0.7 0.5 0.080
C 0.5096 -0.3397 0.2063 -0.2 0.5 0.6 -0.729
C 0.4011 1.0544 -0.3754 -0.9 0.0 0.0 0.450
C 0.1084 2.1032 0.7364 0.8 0.1 -0.2 -1.328
N -0.6100 1.0981 -1.4550 0.4 0.3 0.0 -0.679
H -0.9965 -3.2785 0.5500 -0.2 0.2 0.3 0.318
H 0.4833 -3.4819 -0.2937 0.1 0.1 0.0 0.286
H 0.5531 -2.7408 1.2940 0.0 -0.2 0.5 0.308
H -0.7735 -1.3376 -1.0940 0.1 0.1 -0.2 0.440
H 1.0997 -0.3504 1.1392 -0.1 -0.3 -0.5 0.208
H 1.3632 1.2607 -0.8408 0.1 0.3 0.0 0.267
H 0.9492 2.2079 1.4555 -0.5 -0.2 -0.4 0.354
H -0.0447 3.0839 0.2771 0.1 0.0 0.0 0.352
H -0.8014 1.8758 1.2855 -0.1 -0.3 0.1 0.345
H -0.5444 1.9668 -1.9865 0.1 -0.3 0.2 0.255
H -1.5404 1.0984 -1.0565 -0.1 -0.1 0.1 0.242
```
Forces are in eV/Å.

Values from the calculation:
**Net charge**: 0
**Orbital gap**: 0.3766 Eh
**Structure (SMILES)**: C/C=C/[C@H](C)N
**LUMO level**: 1.15 eV
**Highest occupied orbital energy**: -9.094 eV
**Electronic energy**: -6852.905 eV

***

11.
C5H11N | the ωB97M-V functional and the def2-TZVPD basis

The geometry in XYZ format:
```
17
Properties=species:S:1:pos:R:3:forces:R:3:mulliken_charge:R:1
C -0.4537 2.6049 -0.0630 0.6 1.5 1.2 -0.614
C -0.3497 1.4207 0.5423 -2.9 -2.6 0.2 -0.437
C -0.8977 0.1138 -0.0165 -1.2 -2.5 -2.6 -0.386
C 0.0925 -0.9870 0.2868 3.5 0.0 -3.2 0.228
C 1.4443 -0.3840 -0.3225 -1.4 -0.2 0.9 -1.245
N -0.0507 -2.2933 -0.4139 -6.2 0.4 3.5 -0.747
H -1.0019 3.3548 0.5624 1.9 0.3 -0.4 0.245
H 0.2002 2.8747 -0.9235 -1.9 -0.4 -0.3 0.250
H -0.3044 1.1505 1.6054 -0.7 1.6 0.4 0.315
H -1.2752 0.0925 -1.1529 1.7 0.3 2.0 0.268
H -1.8788 -0.3333 0.3866 0.9 1.9 0.4 0.244
H 0.2736 -1.2050 1.3222 -0.2 0.5 0.8 0.298
H 2.1499 -1.2135 -0.2279 0.6 0.7 -0.3 0.438
H 1.6627 0.5185 0.3035 0.5 -0.9 -0.7 0.381
H 1.2326 -0.0670 -1.3795 0.4 -0.5 1.0 0.256
H -0.4527 -2.9484 0.3675 0.1 1.4 -2.1 0.269
H 0.7354 -2.7812 -0.5294 4.5 -1.5 -0.9 0.237
```
Forces are in eV/Å.

Values from the calculation:
**Net charge**: 0
**Orbital gap**: 0.3281 Eh
**Structure (SMILES)**: C=CC[C@H](C)N
**LUMO level**: 0.63 eV
**Highest occupied orbital energy**: -8.296 eV
**Electronic energy**: -6849.313 eV

***

12.
C5H11N | the ωB97M-V functional and the def2-TZVPD basis

The geometry in XYZ format:
```
17
Properties=species:S:1:pos:R:3:forces:R:3:mulliken_charge:R:1
C 0.5659 -0.4676 -1.7623 -0.1 0.0 0.0 -1.008
C 0.6529 0.4713 -0.6093 -0.1 0.1 -0.1 -0.192
C 0.8200 -0.9936 1.3573 0.1 -0.2 0.0 -1.128
N -0.3923 1.1378 -0.1513 0.3 -0.1 -0.1 -0.046
C -1.7070 0.6422 0.1825 -0.2 -0.2 -0.1 -0.363
C -0.7741 1.2413 1.1937 0.0 0.2 0.2 -0.472
H -0.4621 -0.8063 -1.9187 0.1 0.1 0.0 0.301
H 0.9330 -0.0101 -2.6891 0.0 0.0 0.1 0.325
H 1.1950 -1.3415 -1.5558 -0.1 0.1 0.0 0.300
H 1.6212 0.8994 -0.3614 -0.1 -0.1 0.0 0.462
H 0.3767 -1.8206 0.7905 0.1 0.1 0.1 0.268
H 0.7425 -1.2610 2.4198 0.0 0.1 -0.1 0.364
H 1.8899 -0.9493 1.1278 -0.1 0.0 0.0 0.280
H -1.8276 -0.4443 0.2169 0.0 0.2 0.0 0.260
H -2.5301 1.1914 -0.2719 0.1 -0.1 0.1 0.240
H -0.9462 2.2046 1.6666 0.0 -0.1 -0.1 0.269
H 0.0573 0.1451 1.5375 0.0 0.0 0.0 0.141
```
Forces are in eV/Å.

Values from the calculation:
**Net charge**: 0
**Orbital gap (spin up / spin down)**: 0.3029 / 0.3029 Eh
**LUMO level (spin up / spin down)**: 0.89 / 0.89 eV
**Highest occupied orbital energy (spin up / spin down)**: -7.357 / -7.357 eV
**Electronic energy**: -6848.309 eV

***

For the records above, the corresponding relative energy (zero: lowest compared OMol25 entry of this formula, charge and spin) values read 4.4391 0.9027 3.3579 6.5898 0.8630 6.8454 1.4082 6.6571 1.1940 0.6236 4.2155 5.2200 eV.